Record 1
Below is 2 unconnected molecules or ions with the total composition C5H15N2O, with properties calculated with the ωB97M-V functional and the def2-TZVPD basis.

Properties
**Net charge**: +1

XYZ file:
```
23
C5H15N2O the ωB97M-V functional and the def2-TZVPD basis
C -1.2550 1.9015 0.7703
O -0.8572 1.6442 -0.6010
C -0.2221 1.3109 1.7132
N -0.6725 1.5949 3.0808
H -1.3244 2.9792 0.9091
H -2.2237 1.4591 0.9890
H -1.6665 1.6510 -1.1154
H -0.2126 0.2264 1.5778
H 0.7830 1.6887 1.4880
H -0.5476 2.5836 3.2552
H -0.0198 1.1674 3.7258
C 0.1091 -2.7514 -1.8720
C 0.1532 -1.7834 -0.7046
C 1.9628 -0.3193 -1.4084
N 0.7606 -0.4835 -1.0497
H -0.3623 -2.3109 -2.7492
H 1.1021 -3.0607 -2.2040
H -0.4225 -3.6350 -1.5280
H -0.8466 -1.5555 -0.3374
H 0.6812 -2.1730 0.1670
H 2.3182 0.6752 -1.6448
H 2.6267 -1.1752 -1.4677
H 0.1358 0.3658 -0.9939
```

Here are the natural (NBO) charges for atoms 1 to 6, given in e:
1. C -0.07
2. O -0.76
3. C -0.24
4. N -0.81
5. H 0.19
6. H 0.19

***

Record 2
Below is C18H24N4O3 in the gas phase, with properties calculated with the ωB97M-V functional and the def2-TZVPD basis.

Properties
**SMILES**: CCOC(=O)c1ccc(NC(=O)NCc2c(C)nn(CC)c2C)cc1

XYZ file:
```
49
C18H24N4O3 the ωB97M-V functional and the def2-TZVPD basis
C 7.5084 1.5136 0.8856
C 6.2562 2.1768 0.3293
O 5.1318 1.3014 0.3851
C 5.0092 0.4115 -0.6135
O 5.7761 0.3454 -1.5450
C 3.8273 -0.4602 -0.4493
C 2.9938 -0.3842 0.6639
C 1.8974 -1.2132 0.7778
C 1.6009 -2.1376 -0.2287
N 0.5197 -2.9987 -0.1616
C -0.7046 -2.9001 0.4896
O -1.4023 -3.8858 0.6025
N -1.0380 -1.6695 0.9480
C -2.3702 -1.4071 1.4668
C -3.1279 -0.4699 0.5882
C -3.4764 -0.6803 -0.7649
C -3.1663 -1.8613 -1.6125
N -4.1414 0.3603 -1.2330
N -4.2359 1.2356 -0.2329
C -4.9196 2.4953 -0.3923
C -5.5115 2.6200 -1.7866
C -3.6329 0.7838 0.8922
C -3.6074 1.5797 2.1458
C 2.4614 -2.2344 -1.3283
C 3.5543 -1.4063 -1.4375
H 7.7821 0.6632 0.2661
H 8.3281 2.2264 0.8877
H 7.3325 1.1690 1.9020
H 5.9702 3.0444 0.9281
H 6.4201 2.4781 -0.7109
H 3.2190 0.3225 1.4469
H 1.2915 -1.1762 1.6696
H 0.6088 -3.8638 -0.6779
H -0.5326 -0.8719 0.5944
H -2.2819 -0.9940 2.4775
H -2.8722 -2.3774 1.5269
H -3.8717 -1.9137 -2.4370
H -2.1603 -1.7780 -2.0267
H -3.2157 -2.7759 -1.0255
H -4.2085 3.3110 -0.2103
H -5.7125 2.5637 0.3623
H -4.7259 2.5501 -2.5328
H -6.2178 1.8148 -1.9649
H -6.0205 3.5748 -1.8868
H -4.6187 1.7450 2.5185
H -3.1484 2.5539 1.9751
H -3.0401 1.0576 2.9111
H 2.2560 -2.9675 -2.0947
H 4.2165 -1.4704 -2.2873
```

Here are the natural (NBO) charges for atoms 1 to 6, given in e:
1. C -0.63
2. C -0.07
3. O -0.51
4. C 0.78
5. O -0.61
6. C -0.21

***

Record 3
Below is 5 unconnected molecules or ions with the total composition C14H40N2O5 at a distorted geometry, with properties calculated with the ωB97M-V functional and the def2-TZVPD basis.

Properties
**SMILES**: COC[C@H](C)N.COC[C@H](C)N.CCO.CCO.CCO

XYZ file:
```
61
C14H40N2O5 the ωB97M-V functional and the def2-TZVPD basis
C 2.0000 1.4977 -6.9285
O 2.3810 0.4882 -6.1519
C 1.6561 0.2894 -4.9347
C 2.2950 -0.9279 -4.2487
C 2.3175 -2.1397 -5.1488
N 1.5274 -1.2803 -3.0467
H 2.5741 1.5659 -7.8525
H 2.1156 2.4878 -6.4876
H 0.9276 1.4034 -7.0990
H 1.6019 1.1627 -4.2847
H 0.6078 0.0589 -5.1246
H 3.3463 -0.6991 -4.0737
H 1.3311 -2.2327 -5.6033
H 2.4334 -3.1279 -4.7037
H 3.1603 -1.9978 -5.8253
H 0.6353 -1.6947 -3.2761
H 1.4009 -0.4504 -2.4851
C -4.6411 -1.7258 -1.0360
O -4.1875 -2.9559 -1.4108
C -4.9814 -4.1358 -1.0713
C -4.6699 -5.1746 -2.1860
C -5.1758 -4.8219 -3.6110
N -5.1710 -6.4963 -1.9853
H -3.8992 -0.9477 -1.2153
H -4.7910 -1.8591 0.0354
H -5.5460 -1.5116 -1.6046
H -4.8182 -4.4285 -0.0341
H -6.0476 -3.9210 -0.9990
H -3.5850 -5.2801 -2.1893
H -4.7630 -3.8879 -3.9921
H -6.2415 -4.9183 -3.8187
H -4.7220 -5.4570 -4.3718
H -6.1560 -6.4644 -1.7647
H -4.7399 -6.9385 -1.1861
C 7.4920 4.2349 -0.9983
C 7.5110 5.6559 -1.5698
O 8.6071 5.6803 -2.4727
H 8.2445 4.0448 -0.2329
H 7.4507 3.4861 -1.7894
H 6.4724 4.2503 -0.6133
H 7.6594 6.3981 -0.7855
H 6.5289 5.8848 -1.9833
H 9.3444 5.6544 -1.8585
C -3.2467 4.0101 10.4781
C -3.7083 2.5834 10.6796
O -3.9715 2.1065 9.3424
H -4.0130 4.4304 9.8267
H -2.3202 3.9818 9.9045
H -3.0370 4.6433 11.3401
H -4.5823 2.6200 11.3300
H -2.9097 1.9922 11.1276
H -3.1213 1.8847 8.9558
C 2.3169 0.2949 3.9483
C 0.9643 -0.0888 4.5606
O 0.4315 1.0329 5.2953
H 2.1793 1.1635 3.3044
H 2.7575 -0.4796 3.3203
H 3.0148 0.6117 4.7233
H 1.0726 -0.8929 5.2884
H 0.2219 -0.4729 3.8611
H 0.4656 1.8103 4.7330
```

Here are the natural (NBO) charges for atoms 1 to 6, given in e:
1. C -0.23
2. O -0.54
3. C -0.07
4. C -0.07
5. C -0.62
6. N -0.83

***

Record 4
Below is C27H32N4O6 in the gas phase, with properties calculated with the ωB97M-V functional and the def2-TZVPD basis.

Properties
**SMILES**: COc1cc([C@H](C(=O)NC2CCCCC2)N(Cc2ccco2)C(=O)c2cnccn2)cc(OC)c1OC

XYZ file:
```
69
C27H32N4O6 the ωB97M-V functional and the def2-TZVPD basis
C -1.5739 -1.7675 4.2839
O -0.9846 -0.4993 4.4470
C -0.3921 0.0923 3.3626
C -0.2361 -0.5599 2.1436
C 0.3912 0.0570 1.0752
C 0.5003 -0.6973 -0.2345
C 1.7035 -0.2034 -1.0481
O 1.6393 0.4481 -2.0689
N 2.8632 -0.5699 -0.4712
C 4.1582 -0.1396 -0.9613
C 5.2207 -1.1864 -0.6280
C 5.5053 -1.2527 0.8721
C 5.8905 0.1203 1.4146
C 4.7944 1.1408 1.1224
C 4.5452 1.2267 -0.3805
N -0.7649 -0.6441 -0.9488
C -1.2224 0.6154 -1.5050
C -1.7501 0.4419 -2.8930
C -2.8212 1.0051 -3.5260
C -2.8280 0.4739 -4.8383
C -1.7632 -0.3691 -4.9019
O -1.1035 -0.3885 -3.7334
C -1.5162 -1.7620 -0.9744
O -1.1522 -2.8329 -0.5158
C -2.8676 -1.6401 -1.6136
C -3.2002 -2.4192 -2.7242
N -4.3946 -2.3516 -3.2819
C -5.2800 -1.5408 -2.7213
C -4.9743 -0.8149 -1.5786
N -3.7717 -0.8600 -1.0285
C 0.8683 1.3530 1.2078
C 0.7231 2.0228 2.4129
O 1.1548 3.2920 2.6470
C 1.7915 3.9864 1.6037
C 0.0875 1.4027 3.5079
O 0.0431 2.1706 4.6334
C -0.9298 1.9301 5.6249
H -0.8267 -2.5347 4.0586
H -2.3370 -1.7615 3.5000
H -2.0410 -1.9933 5.2415
H -0.6022 -1.5644 2.0112
H 0.6491 -1.7651 -0.0246
H 2.8401 -1.0378 0.4202
H 4.0511 -0.0427 -2.0478
H 6.1393 -0.9211 -1.1542
H 4.8956 -2.1631 -0.9916
H 6.3143 -1.9631 1.0530
H 4.6271 -1.6199 1.4090
H 6.0646 0.0582 2.4905
H 6.8201 0.4469 0.9429
H 5.0933 2.1203 1.5019
H 3.8737 0.8532 1.6368
H 5.4517 1.5720 -0.8811
H 3.7503 1.9415 -0.6007
H -0.3588 1.2831 -1.5346
H -2.0031 1.0597 -0.8770
H -3.5166 1.7033 -3.1071
H -3.5313 0.6875 -5.6162
H -1.3849 -0.9891 -5.6896
H -2.4856 -3.0953 -3.1711
H -6.2505 -1.4896 -3.1945
H -5.6995 -0.1823 -1.0854
H 1.3429 1.8340 0.3687
H 1.1327 4.1122 0.7379
H 2.0362 4.9655 2.0126
H 2.7137 3.4869 1.2889
H -1.9297 1.8371 5.1942
H -0.7052 1.0346 6.2081
H -0.8952 2.8055 6.2735
```

Here are the natural (NBO) charges for atoms 1 to 6, given in e:
1. C -0.25
2. O -0.51
3. C 0.26
4. C -0.31
5. C -0.02
6. C -0.17

***

LUMO (eV)
-4.48 0.53 0.56 0.55
Calculated total energy (Eh)
-383.987954 -1145.106695 -1042.959110 -1718.501938
ΔE to the lowest compared entry with this formula, charge and spin (kJ/mol)
165.6 149.3 231.7 394.6